Record 1
The following is a quantum chemistry calculation of a 4-piece molecular cluster, C28H59F13O16P4S2 overall in a non-equilibrium geometry, from the OMol25 dataset.

**Orbital gap**: 6.07 eV
**Lowest unoccupied orbital energy**: -2.856 eV
**HOMO energy**: -8.93 eV

Last column: Mulliken charge in e.
Element x y z (Å)
C (0.2154, -3.2407, 3.5098)  -0.578
O (0.5250, -3.7690, 2.1720)  -0.401
C (0.7863, -2.7011, 1.1940)  0.314
C (-0.6186, -1.9630, 0.7354)  -0.381
C (-1.7813, -3.0372, 0.3183)  -0.781
C (-2.7388, -2.6120, -0.9288)  0.612
F (-1.8505, -2.4777, -2.1437)  -0.275
F (-3.6491, -3.7708, -1.2621)  -0.327
C (-3.5583, -1.2051, -0.7774)  0.769
F (-2.7161, -0.0002, -0.5716)  -0.247
F (-4.2058, -0.9817, -2.1278)  -0.330
C (-4.8592, -1.2928, 0.2712)  0.479
F (-5.9335, -1.9456, -0.5769)  -0.285
F (-4.6560, -2.2568, 1.3798)  -0.254
C (-5.4844, 0.1523, 0.6822)  0.667
F (-5.3868, 1.2007, -0.4023)  -0.116
F (-6.9730, -0.0719, 0.8324)  -0.262
S (-4.9129, 0.9278, 2.2645)  1.035
F (-4.2767, 2.2451, 1.3075)  -0.311
F (-6.4295, 1.7945, 2.3171)  -0.328
F (-5.6293, -0.2515, 3.2791)  -0.300
F (-3.3730, 0.2004, 2.2655)  -0.229
F (-4.4502, 1.7800, 3.6785)  -0.282
C (1.9297, -1.6129, 1.6417)  -0.599
O (3.0179, -1.4436, 0.6244)  -0.362
C (3.5574, -0.0957, 0.9071)  -0.287
P (5.3710, 0.1482, 0.3464)  0.778
O (5.4154, 1.4426, -0.8249)  -0.529
O (6.1667, -1.3110, -0.1917)  -0.529
S (6.3712, 0.7741, 1.9215)  -0.448
H (-0.3359, -2.2086, 3.5204)  0.210
H (-0.3782, -4.0471, 4.1537)  0.237
H (1.2554, -3.0776, 4.0554)  0.256
H (1.1976, -3.2374, 0.2102)  0.252
H (-1.0551, -1.3401, 1.6553)  0.084
H (-0.4168, -1.1464, -0.1060)  0.326
H (-2.3418, -3.3376, 1.3111)  0.233
H (-1.2076, -4.0278, -0.0225)  0.411
H (1.4037, -0.5463, 1.7107)  0.346
H (2.4794, -1.8553, 2.6482)  0.253
H (2.8585, 0.6952, 0.3806)  0.247
H (3.5277, 0.0330, 2.0792)  0.237
H (6.3139, 1.8937, -0.7807)  0.349
H (5.6519, -1.7643, -0.9248)  0.346
C (-6.0102, 7.7600, -6.0161)  -1.003
C (-4.9469, 6.6798, -5.9270)  -0.366
O (-4.9362, 6.0503, -4.6533)  -0.264
P (-6.2667, 5.1464, -4.2766)  1.115
O (-5.7472, 3.8906, -5.0184)  -0.717
O (-5.8365, 4.4907, -2.7996)  -0.409
C (-5.6389, 3.0821, -2.6726)  -0.277
C (-4.1925, 2.6885, -3.0167)  -0.966
O (-6.8472, 6.5496, -3.4477)  -0.431
C (-6.3142, 6.9097, -2.1654)  -0.220
C (-4.7934, 7.0648, -2.0778)  -0.885
H (-7.0140, 7.3328, -5.9286)  0.320
H (-5.9513, 8.2874, -6.9737)  0.392
H (-5.8958, 8.4859, -5.2053)  0.212
H (-5.0957, 5.9264, -6.7080)  0.285
H (-3.9589, 7.1271, -6.0792)  0.305
H (-6.3601, 2.5227, -3.2851)  0.309
H (-5.8362, 2.8016, -1.6374)  0.239
H (-3.8203, 3.1627, -3.9284)  0.444
H (-4.0996, 1.6088, -3.1246)  0.204
H (-3.5225, 3.0159, -2.2166)  0.267
H (-6.6707, 6.1939, -1.4164)  0.283
H (-6.7610, 7.8717, -1.9000)  0.380
H (-4.2503, 6.1416, -2.3084)  0.171
H (-4.4954, 7.3477, -1.0610)  0.383
H (-4.4369, 7.8281, -2.7734)  0.247
C (6.1431, -0.9938, 9.7918)  -1.006
C (4.8959, -0.8698, 8.9348)  -0.357
O (4.7509, 0.4367, 8.3956)  -0.272
P (5.8843, 0.8962, 7.2850)  1.115
O (5.1498, 0.2139, 6.1051)  -0.714
O (5.3195, 2.3968, 6.8101)  -0.409
C (4.8610, 2.5982, 5.4728)  -0.175
C (3.3714, 2.2416, 5.3342)  -1.106
O (6.7051, 1.6585, 8.6033)  -0.455
C (6.2314, 2.9050, 9.1322)  -0.224
C (4.7651, 2.9466, 9.5715)  -0.875
H (7.0483, -0.8578, 9.1919)  0.317
H (6.1965, -1.9807, 10.2626)  0.395
H (6.1551, -0.2282, 10.5735)  0.212
H (4.9121, -1.6032, 8.1213)  0.275
H (4.0108, -1.0711, 9.5475)  0.313
H (5.4734, 2.0360, 4.7536)  0.187
H (4.9885, 3.6521, 5.2231)  0.342
H (3.1064, 1.2959, 5.8137)  0.284
H (3.0801, 2.1927, 4.2859)  0.348
H (2.7634, 3.0055, 5.8275)  0.338
H (6.4380, 3.7017, 8.4089)  0.275
H (6.8461, 3.1266, 10.0089)  0.380
H (4.0625, 2.7553, 8.7529)  0.170
H (4.5114, 3.9383, 9.9652)  0.391
H (4.5666, 2.2006, 10.3446)  0.236
C (-0.9843, -3.1256, -6.2855)  -1.089
C (-0.8981, -4.4556, -5.5581)  -0.312
O (0.3693, -5.0737, -5.7321)  -0.282
P (1.6558, -4.3054, -5.0363)  1.130
O (1.4160, -4.9472, -3.6479)  -0.713
O (2.9077, -5.3697, -5.3471)  -0.379
C (3.5531, -6.0491, -4.2695)  -0.296
C (2.8250, -7.3576, -3.9191)  -1.103
O (1.9238, -3.5884, -6.5878)  -0.440
C (2.5219, -4.3486, -7.6472)  -0.237
C (1.8490, -5.6789, -7.9964)  -0.883
H (-0.2811, -2.4002, -5.8647)  0.322
H (-1.9911, -2.7026, -6.2073)  0.408
H (-0.7322, -3.2442, -7.3437)  0.262
H (-1.0996, -4.3248, -4.4894)  0.253
H (-1.6536, -5.1399, -5.9585)  0.304
H (3.6477, -5.3980, -3.3889)  0.293
H (4.5701, -6.2921, -4.5794)  0.332
H (1.7395, -7.2455, -3.8573)  0.293
H (3.1863, -7.7616, -2.9745)  0.358
H (3.0030, -8.0985, -4.7037)  0.321
H (3.5829, -4.5029, -7.4214)  0.277
H (2.4920, -3.7180, -8.5400)  0.379
H (1.8458, -6.3934, -7.1658)  0.172
H (2.3795, -6.1717, -8.8201)  0.389
H (0.8081, -5.5259, -8.2908)  0.238



Record 2
The following is a quantum chemistry calculation of a 6-piece molecular cluster, C28H59N5O10 overall in a non-equilibrium geometry, from the OMol25 dataset.

**Orbital gap**: 9.17 eV
**Lowest unoccupied orbital energy**: 0.465 eV
**HOMO energy**: -8.70 eV

Last column: Mulliken charge in e.
Element x y z (Å)
C (-1.6277, 1.2462, 3.9551)  -0.618
O (-1.6250, 1.7880, 2.6540)  -0.478
C (-0.9985, 0.9663, 1.6666)  0.703
C (-2.0960, 0.4981, 0.7061)  -1.934
C (-2.6727, -0.8917, 1.0241)  0.582
C (-1.7528, -2.0306, 1.0389)  -0.276
O (-2.7196, -1.7943, -0.0597)  -0.284
C (0.1552, 1.7711, 1.0000)  0.535
C (-0.2983, 2.7287, -0.0903)  -1.322
C (0.9087, 3.4833, -0.7041)  -0.412
C (1.2001, 3.1034, -2.1660)  -0.730
C (2.6814, 2.9961, -2.4882)  -0.523
O (3.0642, 1.5944, -2.5694)  -0.244
C (4.3648, 1.4659, -2.9385)  0.693
C (5.2798, 1.1739, -1.7966)  -0.644
O (4.7109, 1.5744, -4.0637)  -0.575
O (0.7949, 2.5899, 1.9714)  -0.518
C (1.8506, 1.9717, 2.6784)  -0.712
H (-1.8573, 0.1763, 3.9501)  0.234
H (-2.4048, 1.7562, 4.5213)  0.305
H (-0.6621, 1.3983, 4.4470)  0.187
H (-0.5390, 0.1144, 2.1695)  0.811
H (-2.9093, 1.2109, 0.8357)  0.319
H (-1.7697, 0.4453, -0.3293)  0.212
H (-3.5052, -0.8984, 1.7311)  0.436
H (-0.7300, -1.8122, 0.7703)  -0.102
H (-2.0522, -2.9566, 1.5052)  0.123
H (0.8866, 1.0670, 0.5895)  0.114
H (-0.8247, 2.1998, -0.8800)  0.303
H (-0.9786, 3.4460, 0.3719)  0.541
H (1.7869, 3.2212, -0.1172)  0.302
H (0.7087, 4.5478, -0.6175)  0.280
H (0.7736, 3.8496, -2.8387)  0.344
H (0.7164, 2.1579, -2.4153)  0.406
H (2.9277, 3.4744, -3.4370)  0.450
H (3.2897, 3.4632, -1.7128)  0.137
H (5.0892, 1.8970, -1.0039)  0.268
H (6.3117, 1.2396, -2.1251)  0.360
H (5.0855, 0.1750, -1.4057)  -0.008
H (2.8127, 2.3686, 2.3394)  0.293
H (1.8368, 0.8875, 2.5630)  0.208
H (1.7534, 2.2093, 3.7395)  0.295
C (5.0729, 8.1922, -3.0713)  -0.932
N (4.5729, 7.1837, -2.1593)  0.133
C (3.4675, 7.5077, -1.2704)  -0.879
C (5.0936, 5.9472, -2.1020)  0.112
O (4.6923, 5.0746, -1.3514)  -0.629
H (5.4385, 9.0609, -2.5207)  0.340
H (4.2858, 8.5174, -3.7541)  0.346
H (5.8923, 7.7802, -3.6562)  0.289
H (3.7670, 7.3841, -0.2298)  0.298
H (2.6222, 6.8448, -1.4560)  0.221
H (3.1648, 8.5374, -1.4415)  0.381
H (5.9213, 5.7838, -2.8109)  0.305
C (1.4980, -6.8920, 1.6948)  -0.981
N (0.5007, -5.8588, 1.8528)  0.186
C (-0.7069, -5.8875, 1.0328)  -0.866
C (0.6492, -4.8388, 2.7232)  0.008
O (-0.1833, -3.9756, 2.9138)  -0.539
H (1.8822, -6.9078, 0.6719)  0.340
H (1.0769, -7.8733, 1.9217)  0.356
H (2.3268, -6.7050, 2.3759)  0.294
H (-0.7625, -4.9795, 0.4312)  0.225
H (-1.6027, -5.9283, 1.6528)  0.310
H (-0.6759, -6.7536, 0.3758)  0.386
H (1.6198, -4.8583, 3.2524)  0.307
C (-6.5177, -1.9653, 1.7316)  -0.632
N (-5.7534, -3.0597, 2.3097)  0.166
C (-6.0821, -3.5531, 3.6340)  -1.015
C (-4.7396, -3.6407, 1.6447)  -0.247
O (-4.0549, -4.5494, 2.0880)  -0.691
H (-6.4530, -1.0816, 2.3726)  0.331
H (-7.5664, -2.2487, 1.6261)  0.387
H (-6.1260, -1.7246, 0.7470)  0.020
H (-5.2266, -3.4529, 4.3032)  0.308
H (-6.3516, -4.6092, 3.5932)  0.287
H (-6.9189, -2.9809, 4.0268)  0.403
H (-4.5784, -3.2146, 0.6412)  0.643
C (4.3779, -3.0103, 0.1538)  -1.032
N (3.2005, -2.1919, -0.0464)  0.329
C (2.8370, -1.7694, -1.3931)  -0.850
C (2.4138, -1.8065, 0.9704)  -0.021
O (1.4197, -1.1148, 0.8300)  -0.576
H (5.2731, -2.4902, -0.1927)  0.333
H (4.2895, -3.9520, -0.3922)  0.380
H (4.4925, -3.2303, 1.2135)  0.302
H (2.8083, -0.6816, -1.4627)  0.057
H (1.8466, -2.1446, -1.6519)  0.313
H (3.5669, -2.1621, -2.0973)  0.431
H (2.7401, -2.1771, 1.9555)  0.328
C (-3.5953, -1.7410, -3.5420)  -0.954
N (-4.7115, -1.2244, -2.7792)  0.181
C (-4.9631, 0.2061, -2.7651)  -0.977
C (-5.5141, -2.0216, -2.0622)  0.080
O (-6.4432, -1.6255, -1.3754)  -0.665
H (-2.6589, -1.3170, -3.1760)  0.284
H (-3.7091, -1.4986, -4.6011)  0.387
H (-3.5502, -2.8220, -3.4318)  0.311
H (-4.9031, 0.5924, -1.7484)  0.249
H (-5.9607, 0.4211, -3.1492)  0.325
H (-4.2203, 0.7028, -3.3840)  0.399
H (-5.2473, -3.0883, -2.1352)  0.350